Computed, not measured: the molecule C7H12Si at a distorted geometry, with ωB97M-V/def2-TZVPD.

Last column: Mulliken charge in e.
Cartesian coordinates (Å):
C: -3.122 0.756 1.155  -0.652
C: -2.259 0.725 0.214  -0.062
C: -1.955 -0.382 -0.692  -0.753
C: -0.748 -1.204 -0.411  -0.631
C: 0.569 -0.533 -0.507  -0.359
Si: 1.880 -0.899 0.539  0.259
C: 3.454 0.168 0.304  -0.252
C: 3.531 1.207 -0.533  -0.546
H: -3.341 1.679 1.767  0.233
H: -3.670 -0.152 1.448  0.245
H: -1.696 1.672 -0.018  0.203
H: -2.832 -1.045 -0.779  0.411
H: -1.890 0.177 -1.745  0.245
H: -0.784 -1.940 -1.150  0.329
H: -0.860 -1.698 0.579  0.225
H: 0.561 0.187 -1.206  0.466
H: 1.822 -1.800 1.649  -0.099
H: 4.322 -0.172 0.925  0.277
H: 4.446 1.763 -0.585  0.274
H: 2.572 1.493 -0.954  0.187

Results
Relative energy (zero: lowest compared OMol25 entry of this formula, charge and spin) (kcal per mole): 75.83
Charge: 0
SMILES string: C=CCC/C=[SiH]/C=C
2S+1: 1
HOMO-LUMO gap (eV): 8.1
E_tot (eV): -15327.216

Computed, not measured: the molecule C2H5NO at a distorted geometry, with ωB97M-V/def2-TZVPD.

Last column: Mulliken charge in e.
Cartesian coordinates (Å):
C: -1.174 0.039 0.040  -0.671
N: 0.274 -0.405 0.070  -0.180
C: 1.417 0.273 -0.017  0.102
O: 2.513 -0.175 0.013  -0.531
H: -1.115 0.999 -0.679  0.264
H: -1.648 0.243 1.033  0.236
H: -1.775 -0.826 -0.674  0.259
H: 0.364 -1.447 0.079  0.246
H: 1.143 1.297 0.136  0.275

Results
Relative energy (zero: lowest compared OMol25 entry of this formula, charge and spin) (kcal per mole): 37.92
Charge: 0
SMILES string: CNC=O
2S+1: 1
HOMO-LUMO gap (eV): 10.7
E_tot (eV): -5691.585

Computed, not measured: a structure of composition C35H46CaN5S2Si2, with ωB97M-V/def2-TZVPD.

Last column: Mulliken charge in e.
Cartesian coordinates (Å):
Ca: -1.113 0.609 0.498  0.697
C: 2.036 -3.140 0.850  -1.563
N: 0.653 -2.691 0.842  1.796
C: 0.272 -2.071 2.112  -1.706
C: 1.116 -0.887 2.566  -1.177
N: 1.085 0.307 1.697  1.692
C: 2.021 0.220 0.576  -1.243
C: 1.196 1.516 2.480  -0.579
C: 2.375 2.251 2.508  -0.063
C: 2.464 3.438 3.220  -0.981
C: 1.354 3.886 3.923  -0.551
C: 0.181 3.153 3.908  -0.728
C: 0.058 1.955 3.192  0.616
S: -1.474 1.088 3.189  -0.286
C: -0.283 -3.699 0.442  -0.785
C: 0.054 -5.046 0.583  -0.087
C: -0.760 -6.068 0.120  -0.858
C: -1.966 -5.742 -0.481  -0.687
C: -2.332 -4.411 -0.594  -0.691
C: -1.521 -3.354 -0.150  0.229
S: -2.106 -1.737 -0.487  -0.472
H: 2.283 -3.766 1.723  0.406
H: 2.706 -2.284 0.864  0.222
H: 2.247 -3.708 -0.055  0.426
H: 0.330 -2.818 2.924  0.349
H: -0.774 -1.763 2.049  0.575
H: 2.161 -1.183 2.736  0.374
H: 0.702 -0.591 3.529  0.654
H: 3.054 0.037 0.902  0.417
H: 1.984 1.150 0.009  0.563
H: 1.717 -0.599 -0.076  -0.228
H: 3.236 1.906 1.950  0.364
H: 3.385 4.005 3.215  0.376
H: 1.398 4.816 4.477  0.363
H: -0.691 3.508 4.442  0.384
H: 0.995 -5.307 1.047  0.363
H: -0.453 -7.101 0.234  0.419
H: -2.624 -6.516 -0.858  0.348
H: -3.270 -4.145 -1.064  0.450
C: 0.115 4.074 0.025  -0.743
Si: -1.731 3.977 -0.358  -0.194
C: -2.661 4.426 1.215  -0.893
C: -2.021 5.368 -1.607  -1.221
C: -2.231 2.340 -1.020  1.109
C: -1.345 1.863 -2.085  -0.770
C: -1.626 1.960 -3.466  -0.475
C: -0.737 1.480 -4.398  -0.874
C: 0.459 0.900 -3.973  -0.945
C: 0.687 0.835 -2.617  -0.974
N: -0.176 1.285 -1.699  1.400
Si: -4.039 1.999 -1.132  0.052
C: -5.144 3.471 -1.590  -1.154
C: -4.453 0.658 -2.392  -0.990
C: -4.662 1.373 0.534  -1.005
H: 0.373 5.095 0.325  0.470
H: 0.714 3.819 -0.853  0.256
H: 0.419 3.417 0.843  0.038
H: -2.340 5.410 1.569  0.393
H: -2.467 3.693 2.003  0.168
H: -3.742 4.467 1.058  0.296
H: -1.660 6.332 -1.235  0.345
H: -3.083 5.470 -1.841  0.287
H: -1.493 5.152 -2.541  0.322
H: -2.543 2.443 -3.773  0.556
H: -0.962 1.562 -5.455  0.416
H: 1.184 0.496 -4.666  0.481
H: 1.593 0.368 -2.245  0.430
H: -4.887 3.857 -2.580  0.296
H: -5.049 4.296 -0.880  0.312
H: -6.195 3.168 -1.607  0.339
H: -4.391 1.017 -3.421  0.322
H: -5.477 0.312 -2.224  0.385
H: -3.792 -0.207 -2.295  0.174
H: -4.351 2.022 1.357  0.301
H: -4.270 0.370 0.740  0.264
H: -5.753 1.300 0.547  0.390
N: 0.585 -3.829 -2.492  0.200
C: 0.877 -2.499 -2.444  -0.574
N: 2.138 -2.232 -2.654  -0.334
C: 2.734 -3.473 -2.817  0.544
C: 4.070 -3.807 -3.041  -0.777
C: 4.399 -5.146 -3.133  -0.520
C: 3.426 -6.150 -3.006  -0.478
C: 2.096 -5.841 -2.790  -1.029
C: 1.772 -4.491 -2.705  0.724
H: -0.297 -4.233 -2.212  0.222
H: 0.103 -1.777 -2.220  0.448
H: 4.818 -3.031 -3.131  0.435
H: 5.430 -5.432 -3.302  0.372
H: 3.725 -7.188 -3.076  0.373
H: 1.343 -6.610 -2.681  0.430

Results
Relative energy (zero: lowest compared OMol25 entry of this formula, charge and spin) (kcal per mole): 0.00
Charge: -1
2S+1: 1
HOMO-LUMO gap (eV): 7.2
E_tot (eV): -100365.095

Computed, not measured: a cluster of 10 separate species, C26H70N2O10 in total at a distorted geometry, with ωB97M-V/def2-TZVPD.

Last column: Mulliken charge in e.
Cartesian coordinates (Å):
C: -5.331 0.348 0.880  -0.717
C: -4.559 1.544 0.192  0.004
O: -5.503 2.079 -0.641  -0.568
H: -6.319 0.543 1.298  0.362
H: -4.719 -0.193 1.602  -0.204
H: -5.576 -0.315 0.050  0.380
H: -3.600 1.326 -0.276  0.203
H: -4.479 2.210 1.051  0.221
H: -5.806 1.331 -1.162  0.323
C: -0.245 0.752 -0.262  -0.715
C: -0.176 2.050 -1.078  -0.520
O: -0.775 3.015 -0.290  -0.059
H: -1.211 0.261 -0.382  0.344
H: 0.076 0.898 0.770  0.112
H: 0.563 0.114 -0.621  0.165
H: -0.736 1.810 -1.982  0.231
H: 0.837 2.259 -1.423  0.250
H: -1.286 3.626 -0.826  0.240
C: 1.964 4.972 0.082  -0.238
C: 1.902 5.775 1.340  -0.549
O: 2.910 5.255 2.253  -0.584
H: 1.176 5.249 -0.619  0.118
H: 1.960 3.908 0.319  -0.119
H: 2.837 5.268 -0.499  0.409
H: 0.888 5.817 1.737  0.280
H: 2.146 6.818 1.136  0.393
H: 3.768 5.591 1.986  0.307
C: -3.020 4.982 -4.290  -1.227
C: -2.157 4.093 -3.373  -0.192
O: -2.114 4.743 -2.125  -0.442
H: -2.447 5.801 -4.725  0.344
H: -3.953 5.373 -3.884  0.320
H: -3.354 4.304 -5.075  0.381
H: -1.138 4.036 -3.757  0.323
H: -2.624 3.109 -3.420  0.287
H: -1.588 5.540 -2.224  0.209
O: 3.429 1.876 -1.868  -0.625
H: 3.467 0.924 -1.775  0.311
H: 3.151 2.190 -1.008  0.283
O: 2.278 2.640 2.510  -0.662
H: 2.392 3.578 2.353  0.376
H: 1.336 2.532 2.643  0.256
O: -4.527 4.645 -0.857  -0.671
H: -4.792 3.748 -1.061  0.316
H: -3.597 4.678 -1.081  0.344
O: -1.625 4.076 2.266  -0.637
H: -1.357 3.804 1.388  0.356
H: -1.316 3.374 2.839  0.285
C: 3.930 -3.450 -5.462  -2.132
C: 3.071 -2.976 -4.314  1.814
C: 1.764 -2.494 -4.924  -1.437
C: 0.529 -2.373 -4.047  -0.166
C: 0.347 -3.630 -3.341  -1.184
C: 1.552 -4.061 -2.478  1.968
N: 2.744 -4.103 -3.430  0.065
O: 3.889 -4.660 -2.818  -0.460
C: 1.749 -3.183 -1.198  -1.416
C: 1.153 -5.450 -1.991  -1.940
C: 3.714 -1.824 -3.565  -1.426
H: 4.935 -3.669 -5.103  0.404
H: 4.194 -2.662 -6.167  0.356
H: 3.511 -4.369 -5.872  0.503
H: 1.867 -1.508 -5.377  0.439
H: 1.559 -3.177 -5.748  0.410
H: -0.281 -2.200 -4.756  0.440
H: 0.600 -1.503 -3.394  -0.113
H: -0.095 -4.439 -3.924  0.435
H: -0.303 -3.232 -2.561  0.279
H: 0.820 -3.066 -0.641  0.055
H: 2.421 -3.732 -0.539  0.526
H: 2.142 -2.181 -1.374  0.120
H: 1.905 -5.874 -1.325  0.409
H: 0.258 -5.458 -1.370  0.358
H: 0.898 -6.058 -2.859  0.460
H: 4.522 -2.199 -2.936  0.336
H: 3.028 -1.319 -2.885  0.029
H: 4.079 -1.011 -4.194  0.520
H: 4.256 -3.892 -2.372  0.375
C: 0.806 -2.720 5.486  -1.341
C: 0.963 -1.594 4.374  1.365
C: 1.013 -2.326 2.967  -1.209
C: -0.248 -3.096 2.489  -0.649
C: -1.535 -2.271 2.638  -0.732
C: -1.615 -1.433 3.959  1.075
N: -0.321 -0.795 4.355  0.764
O: -0.379 0.044 5.520  -0.391
C: -2.650 -0.243 3.681  -1.566
C: -2.284 -2.384 4.965  -1.579
C: 2.184 -0.691 4.542  -1.651
H: 0.231 -3.595 5.185  0.343
H: 0.385 -2.297 6.399  0.231
H: 1.852 -3.002 5.602  0.474
H: 1.209 -1.545 2.231  0.358
H: 1.855 -3.011 2.867  0.472
H: -0.421 -4.031 3.021  0.365
H: -0.167 -3.406 1.447  0.156
H: -2.437 -2.871 2.514  0.569
H: -1.527 -1.460 1.910  0.016
H: -3.592 -0.714 3.403  0.315
H: -2.748 0.447 4.519  0.435
H: -2.285 0.342 2.837  0.396
H: -1.727 -3.303 5.152  0.323
H: -2.285 -1.848 5.914  0.399
H: -3.291 -2.767 4.801  0.424
H: 2.320 -0.406 5.586  0.424
H: 2.194 0.206 3.924  0.340
H: 3.063 -1.287 4.292  0.422
H: -0.468 -0.545 6.273  0.416

Results
Relative energy (zero: lowest compared OMol25 entry of this formula, charge and spin) (kcal per mole): 0.00
Charge: +1
2S+1: 2
HOMO-LUMO gap (spin up / spin down) (eV): 7.7 / 3.1
E_tot (eV): -51539.087
<S²>: 0.76

Computed, not measured: a cluster of 5 separate species, C31H45BrF13NO13 in total at a distorted geometry, with ωB97M-V/def2-TZVPD.

Last column: Mulliken charge in e.
Cartesian coordinates (Å):
C: 0.164 -3.753 7.052  -1.078
C: -0.125 -4.405 5.685  -0.150
O: 0.979 -4.203 4.831  -0.358
C: 0.613 -3.991 3.488  -0.294
C: 1.761 -3.260 2.781  0.057
O: 1.584 -3.208 1.380  -0.285
C: 1.477 -1.882 0.875  -0.827
C: 0.021 -1.325 0.981  0.179
O: 0.110 0.007 1.489  -0.349
C: -1.040 0.381 2.257  -1.312
C: -0.636 1.334 3.406  2.684
C: -1.293 1.142 4.816  -1.035
C: -1.789 -0.268 5.104  -0.867
F: -0.805 -1.199 4.804  0.000
C: -1.102 2.776 2.993  -1.489
C: 0.130 3.484 2.342  0.239
O: 0.168 4.558 1.903  -0.563
N: 1.179 2.559 2.447  -0.373
C: 0.868 1.693 3.585  -1.113
C: 1.868 0.572 3.864  0.765
C: 2.904 0.942 4.911  0.197
O: 2.652 1.117 6.004  -0.386
Br: 4.755 1.078 4.275  -0.206
H: 1.238 -3.752 7.251  0.290
H: -0.164 -2.710 7.078  0.150
H: -0.387 -4.288 7.832  0.369
H: -1.051 -3.957 5.303  0.198
H: -0.333 -5.468 5.874  0.432
H: -0.307 -3.395 3.397  0.153
H: 0.414 -4.941 2.964  0.299
H: 1.800 -2.247 3.197  -0.429
H: 2.695 -3.755 3.079  0.427
H: 2.202 -1.204 1.336  0.313
H: 1.770 -1.968 -0.175  0.478
H: -0.354 -1.339 -0.037  -0.132
H: -0.517 -2.021 1.630  0.348
H: -1.634 -0.483 2.567  0.373
H: -1.673 0.954 1.564  0.196
H: -2.099 1.844 5.038  0.437
H: -0.512 1.355 5.559  0.361
H: -2.631 -0.473 4.428  0.405
H: -2.188 -0.378 6.115  0.456
H: -1.339 3.442 3.835  0.372
H: -1.948 2.858 2.304  0.316
H: 1.475 2.094 1.598  0.381
H: 0.921 2.415 4.411  0.904
H: 2.359 0.334 2.920  0.103
H: 1.315 -0.301 4.221  -0.660
C: -2.000 5.409 0.281  -1.169
C: -1.701 4.523 -0.907  0.089
O: -2.914 4.048 -1.529  -0.348
C: -3.528 4.894 -2.346  0.360
O: -3.167 6.006 -2.607  -0.535
C: -4.767 4.225 -2.954  0.901
F: -5.495 3.587 -2.022  -0.247
F: -4.411 3.315 -3.880  -0.262
F: -5.565 5.116 -3.548  -0.244
H: -2.646 4.890 0.991  0.247
H: -1.087 5.693 0.779  0.418
H: -2.524 6.316 -0.025  0.409
H: -1.162 3.635 -0.580  0.165
H: -1.073 5.030 -1.640  0.236
C: -1.661 7.121 -5.110  -0.993
C: -1.085 8.482 -5.438  -0.322
O: 0.237 8.633 -4.888  -0.314
C: 1.226 8.070 -5.575  0.343
O: 1.109 7.455 -6.595  -0.514
C: 2.567 8.356 -4.886  0.896
F: 2.500 8.143 -3.561  -0.240
F: 2.934 9.637 -5.071  -0.254
F: 3.542 7.582 -5.369  -0.240
H: -1.644 6.949 -4.036  0.263
H: -2.690 7.045 -5.462  0.377
H: -1.078 6.325 -5.574  0.357
H: -1.693 9.261 -4.983  0.335
H: -1.072 8.667 -6.512  0.337
C: -3.551 -2.387 -4.975  -1.129
C: -2.596 -3.562 -4.984  -0.191
O: -1.562 -3.400 -3.995  -0.302
C: -1.894 -3.704 -2.744  -0.019
O: -2.964 -4.092 -2.376  -0.517
C: -0.679 -3.520 -1.827  1.265
F: -0.043 -2.358 -2.061  -0.288
F: 0.223 -4.500 -2.004  -0.258
F: -1.026 -3.534 -0.533  -0.259
H: -3.005 -1.451 -5.103  0.300
H: -4.281 -2.483 -5.777  0.382
H: -4.086 -2.322 -4.028  0.316
H: -2.087 -3.620 -5.945  0.328
H: -3.117 -4.508 -4.835  0.322
C: 2.317 -6.424 -1.168  -0.928
C: 3.196 -7.656 -1.121  -0.443
O: 3.920 -7.827 -2.354  -0.308
C: 5.010 -7.078 -2.503  0.358
O: 5.428 -6.286 -1.710  -0.506
C: 5.688 -7.407 -3.839  0.887
F: 4.800 -7.461 -4.848  -0.247
F: 6.304 -8.602 -3.780  -0.252
F: 6.607 -6.494 -4.161  -0.237
H: 1.653 -6.463 -2.031  0.319
H: 1.716 -6.346 -0.262  0.387
H: 2.915 -5.517 -1.262  0.301
H: 2.580 -8.547 -1.007  0.338
H: 3.885 -7.628 -0.277  0.355

Results
Charge: 0
SMILES string: CCOCCOCCOC[C@]1(CCF)CC(=O)N[C@@H]1CC(=O)Br.CCOC(=O)C(F)(F)F.CCOC(=O)C(F)(F)F.CCOC(=O)C(F)(F)F.CCOC(=O)C(F)(F)F
2S+1: 1
HOMO-LUMO gap (eV): 10.0
E_tot (eV): -166353.411